Density functional theory data (ωB97M-V/def2-TZVPD) for C10H16ClNO2 in the gas phase at a distorted geometry.

ORCA input file:
```
! wB97M-V def2-TZVPD RIJCOSX def2/J DEFGRID3
* xyz 0 1
C 1.15 -1.27 -1.13
C 0.07 -2.03 -0.35
C 2.35 0.38 0.35
C 1.22 0.18 -0.64
C -0.78 -0.95 0.25
C -0.29 0.35 -0.20
C 2.23 -0.35 1.66
C -1.73 -1.20 1.07
C -0.59 1.52 0.78
C -1.04 0.67 -1.55
N 1.72 0.33 2.63
O 1.45 1.47 2.70
O 1.36 -0.38 3.83
Cl 2.37 -2.08 1.86
H 2.09 -1.65 -0.93
H 0.88 -1.12 -2.22
H -0.51 -2.71 -1.04
H 0.49 -2.79 0.27
H 3.28 0.08 -0.18
H 2.53 1.47 0.78
H 1.50 0.80 -1.52
H -2.02 -2.30 1.19
H -2.47 -0.43 1.35
H 0.58 -0.03 4.21
H -1.74 1.64 0.69
H -0.22 2.45 0.50
H -0.39 1.25 1.83
H -0.45 1.39 -2.03
H -2.02 1.03 -1.40
H -1.08 -0.42 -2.05
*
```

Output
SMILES	C=C1CC[C@H](C/C(Cl)=[N+](\[O-])O)C1(C)C
LUMO	0.69	eV
molar mass	217.70	Da
HOMO	-8.8	eV
calculated total energy	-1055.86022	Eh
orbital gap	9.495	eV